Model one:
Computed, not measured: a 2-piece molecular cluster, C3H7OPS overall, with ωB97M-V/def2-TZVPD.

The LUMO energy (alpha / beta) comes out at -1.027 / -1.027 eV. The value obtained for the HOMO energy (alpha / beta) is -0.33162 / -0.33182 Eh.

Element x y z (Å)
C: 0.1128 2.1909 -0.7783
C: 0.5828 0.9830 -0.4183
C: 0.0324 -1.2420 1.5123
O: -0.0385 -1.9809 -1.4962
P: -0.7256 -0.1407 0.0913
S: -2.5964 0.1395 -0.1141
H: 0.6198 3.0194 -1.2866
H: -0.8943 2.4164 -0.5254
H: 1.5748 0.6677 -0.5684
H: 0.8030 -1.7797 1.1276
H: 0.3374 -0.5287 2.3522
H: -0.7331 -2.0321 1.8739
H: 0.9249 -1.7129 -1.7701



Model two:
Computed, not measured: a 2-piece molecular cluster, C3H7OPS overall, with ωB97M-V/def2-TZVPD.

The LUMO energy comes out at 0.671 eV. The value obtained for the HOMO energy is -0.31391 Eh. As for the structure (SMILES): CS(=O)#[PH2].C#C.

Element x y z (Å)
C: 1.7036 -1.9730 -1.2414
C: 1.4314 -2.8797 -0.5065
C: 0.5327 0.2274 1.9990
O: -1.0896 -1.3551 0.5791
P: -1.4019 1.3967 -0.1976
S: -0.1299 -0.3198 0.3639
H: 1.9117 -1.0776 -1.6943
H: -0.2318 2.0921 -0.6662
H: 1.2022 -3.5286 0.2373
H: 1.2427 0.9771 1.6353
H: -0.1453 0.5109 2.6642
H: 1.1876 -0.6012 2.4046
H: -1.5667 0.7239 -1.4164



It is model two that is the least stable of them.



Model one:
Computed, not measured: C14H38CrN3O9S4 as an isolated structure, with ωB97M-V/def2-TZVPD.

The LUMO energy (alpha / beta) comes out at -1.984 / -4.997 eV. Its spin multiplicity is 9. The value obtained for the HOMO energy (alpha / beta) is -0.22854 / -0.40912 Eh. Its expectation value of S² is 20.026. Its net charge is +1.

Element x y z (Å)
Cr: 0.5241 -0.0333 0.5268
N: 3.8212 0.3909 0.8822
O: 4.1906 0.3794 -0.2969
O: 2.6584 0.0206 1.1494
O: 4.5793 0.8356 1.7162
C: -1.5616 0.7404 4.3061
C: -0.2202 1.0138 3.6689
O: 0.0560 0.4677 2.5950
N: 0.6432 1.7796 4.3244
C: 2.0037 2.2044 3.8146
H: -1.7952 -0.3107 4.1368
H: -2.4338 1.2656 3.9167
H: -1.5332 1.0799 5.3415
H: 0.3171 2.1730 5.1956
H: 1.9874 2.8723 2.9533
H: 2.6027 1.3190 3.6017
H: 2.6066 2.7042 4.5727
C: -1.7536 -1.0803 -2.7753
C: -0.2897 -0.5683 -2.7176
O: 0.1205 -0.1584 -1.5932
N: 0.4416 -0.5705 -3.8406
C: 1.8234 -0.0981 -3.9674
H: -2.0679 -1.3416 -3.7858
H: -2.3454 -0.1795 -2.6127
H: -2.0907 -1.8386 -2.0685
H: -0.0553 -0.8987 -4.6563
H: 2.0908 0.3671 -3.0186
H: 1.9522 0.7763 -4.6053
H: 2.4688 -0.8770 -4.3735
C: -1.1540 -3.2346 2.6904
S: -2.1761 -2.1194 1.5417
O: -1.1666 -1.2562 0.8382
C: -2.7502 -3.3819 0.3407
H: -0.9994 -2.7509 3.6549
H: -0.2397 -3.5332 2.1777
H: -1.8532 -4.0422 2.9074
H: -3.4588 -2.7964 -0.2451
H: -3.3206 -4.2320 0.7147
H: -2.1004 -3.5861 -0.5103
C: -2.8735 3.4906 0.7790
S: -2.4727 1.8934 -0.1730
O: -1.1074 1.4121 0.3075
C: -3.8245 0.8831 0.5210
H: -3.6708 4.0935 0.3443
H: -2.0206 4.1450 0.5988
H: -3.0630 3.3482 1.8429
H: -4.8361 1.2732 0.4092
H: -3.5992 0.7779 1.5823
H: -3.8140 -0.1301 0.1192
C: 2.8056 -3.0548 -2.0120
S: 1.7662 -3.3187 -0.4880
O: 1.2352 -1.9698 -0.0527
C: 0.3310 -4.2875 -1.1059
H: 2.2283 -2.7189 -2.8734
H: 3.3732 -3.9525 -2.2571
H: 3.5404 -2.2860 -1.7730
H: -0.3128 -4.6538 -0.3063
H: 0.7108 -5.2404 -1.4746
H: -0.3998 -3.9453 -1.8386
C: 0.4061 3.1833 -2.4954
S: 1.3115 3.3625 -0.9039
O: 1.3285 2.0364 -0.1702
C: 2.9527 3.6592 -1.5635
H: -0.6723 3.0801 -2.3751
H: 0.7805 2.2571 -2.9314
H: 0.6376 3.9826 -3.1994
H: 3.6698 3.6619 -0.7426
H: 2.8204 4.6442 -2.0112
H: 3.2470 2.8718 -2.2574



Model two:
Computed, not measured: C14H38CrN3O9S4 as an isolated structure, with ωB97M-V/def2-TZVPD.

The LUMO energy (alpha / beta) comes out at -3.266 / -7.897 eV. Its spin multiplicity is 9. The value obtained for the HOMO energy (alpha / beta) is -0.24291 / -0.37542 Eh. Its expectation value of S² is 20.015. Its net charge is +1.

Element x y z (Å)
Cr: -0.2121 0.6834 -0.4321
N: 3.6041 4.1478 -2.8273
O: 4.5725 4.4182 -2.1537
O: 2.5493 3.8357 -2.2459
O: 3.7227 4.2906 -4.1038
C: -5.0459 5.4543 -1.5470
C: -4.8713 4.3272 -2.4853
O: -3.9542 3.5000 -2.3253
N: -5.6791 4.2952 -3.5345
C: -5.6376 3.3520 -4.6181
H: -5.5167 5.0850 -0.6359
H: -5.6410 6.1940 -2.0825
H: -4.0912 5.8703 -1.2254
H: -6.2793 5.0849 -3.7247
H: -6.0382 2.3805 -4.3286
H: -4.6116 3.1639 -4.9344
H: -6.1925 3.7896 -5.4480
C: 3.9603 -2.1850 -5.3193
C: 3.1328 -2.7508 -4.2097
O: 2.3780 -2.0166 -3.5868
N: 3.2811 -4.0681 -3.9579
C: 2.5471 -4.8444 -2.9458
H: 3.7371 -2.8403 -6.1613
H: 5.0244 -2.2306 -5.0876
H: 3.6446 -1.1972 -5.6549
H: 3.8346 -4.6345 -4.5847
H: 2.5835 -5.9197 -3.1202
H: 1.4909 -4.5759 -2.9652
H: 3.0646 -4.5840 -2.0225
C: -4.8127 -4.8470 -0.9983
S: -4.7383 -3.4150 -2.2303
O: -3.3574 -2.7091 -2.1461
C: -4.6883 -4.3841 -3.8235
H: -3.9082 -5.0325 -0.4189
H: -4.9860 -5.7361 -1.6044
H: -5.6748 -4.9854 -0.3457
H: -3.7647 -4.9250 -4.0296
H: -4.8855 -3.7049 -4.6529
H: -5.4863 -5.1050 -3.6460
C: 6.5918 -1.3889 2.6742
S: 5.7994 0.0490 1.9054
O: 4.2724 -0.1160 1.9380
C: 6.2589 1.2860 3.2252
H: 6.2387 -1.5082 3.6985
H: 7.6692 -1.3154 2.8222
H: 6.3998 -2.2866 2.0865
H: 5.7100 2.2251 3.1539
H: 7.3251 1.5076 3.2726
H: 6.0041 0.8352 4.1843
C: 0.2213 -4.6989 4.4660
S: -0.5636 -3.0608 4.6660
O: -1.1419 -2.4561 3.3902
C: -2.0084 -3.4817 5.6806
H: 0.3994 -5.0911 5.4673
H: 1.1823 -4.4067 4.0426
H: -0.2718 -5.4617 3.8634
H: -2.6109 -2.6479 6.0408
H: -1.7126 -4.1231 6.5109
H: -2.5517 -4.1545 5.0171
C: 0.7404 6.6010 3.4229
S: -0.5309 5.3564 3.8926
O: -0.1232 4.0355 3.1902
C: 0.0635 5.1534 5.6502
H: 1.5840 6.5886 4.1130
H: 0.3872 7.6296 3.3494
H: 1.0870 6.3572 2.4186
H: -0.2445 6.0189 6.2369
H: 1.1493 5.0658 5.6101
H: -0.3796 4.3067 6.1744



It is model two that is the least stable of them.